C24H44NO19S4V2 as an isolated structure, computed with ωB97M-V/def2-TZVPD.

The spin multiplicity is 2. The calculation puts the total energy at -5905.66304 hartree. The net charge is 0. The value obtained for the HOMO energy (spin up / spin down) is -0.2453 / -0.3055 Eh.

Structure (XYZ):
```
94
C24H44NO19S4V2 | the Open Molecules 2025 dataset | ωB97M-V/def2-TZVPD
O -4.36 1.97 1.43
V -4.08 1.36 2.90
O -3.56 -0.08 2.84
O -1.10 1.65 -0.16
V -0.23 0.64 0.75
O -1.12 -0.34 1.61
N -0.91 2.75 3.15
O 0.04 2.27 2.49
O -0.70 3.71 3.86
O -2.01 2.27 3.08
O 1.52 -0.38 1.66
S 2.84 -0.97 1.36
O 3.29 -1.12 -0.03
O 3.94 -0.12 2.21
C 5.23 -0.05 1.62
C 6.22 0.71 2.53
C 3.19 -2.53 2.24
H 5.35 0.40 0.63
H 5.59 -1.07 1.50
H 7.20 0.81 2.06
H 6.36 0.26 3.51
H 5.99 1.76 2.68
H 2.51 -3.27 1.82
H 2.72 -2.49 3.23
H 4.20 -2.93 2.19
O -5.31 -1.44 0.71
S -4.19 -2.15 0.05
O -2.97 -1.42 -0.39
O -3.79 -3.48 0.92
C -2.65 -4.26 0.48
C -1.49 -4.06 1.47
C -4.75 -3.04 -1.50
H -2.34 -3.86 -0.49
H -3.00 -5.29 0.40
H -1.84 -4.34 2.46
H -1.05 -3.07 1.43
H -0.67 -4.67 1.09
H -5.49 -2.47 -2.06
H -5.15 -4.00 -1.18
H -3.90 -3.21 -2.15
O 1.57 1.69 -0.34
S 2.72 2.59 -0.60
O 4.05 2.06 -0.40
O 2.57 3.00 -2.16
C 3.71 3.51 -2.76
C 3.16 4.48 -3.87
C 2.43 4.29 0.20
H 4.27 2.69 -3.22
H 4.36 4.02 -2.04
H 3.90 5.24 -4.12
H 2.25 5.01 -3.58
H 2.94 3.92 -4.78
H 1.79 4.92 -0.42
H 3.41 4.73 0.40
H 2.10 4.22 1.24
O 0.17 -0.72 -1.15
S 0.45 -2.03 -1.73
O 1.00 -3.18 -0.97
O -0.82 -2.57 -2.65
C -1.53 -1.58 -3.40
C -2.19 -2.11 -4.65
C 1.68 -1.83 -3.02
H -0.78 -0.84 -3.68
H -2.27 -1.12 -2.74
H -3.07 -2.67 -4.35
H -1.50 -2.70 -5.25
H -2.50 -1.30 -5.31
H 2.63 -1.67 -2.51
H 1.46 -0.97 -3.66
H 1.59 -2.82 -3.47
C -1.74 -2.44 6.11
C -1.18 -3.66 6.40
C -0.17 -4.30 5.63
C 0.17 -3.70 4.45
C -0.31 -2.44 4.15
C -1.28 -1.78 4.96
H -2.53 -2.05 6.72
H -1.43 -4.20 7.30
H 0.26 -5.20 6.06
H 0.94 -4.13 3.82
H -0.04 -1.99 3.20
H -1.73 -0.90 4.54
C -1.39 3.99 -2.74
C -1.22 4.86 -3.79
C -2.37 5.41 -4.40
C -3.64 4.97 -4.11
C -3.75 4.08 -3.01
C -2.63 3.66 -2.27
H -0.47 3.84 -2.20
H -0.23 4.97 -4.21
H -2.36 6.16 -5.18
H -4.55 5.33 -4.57
H -4.79 3.81 -2.87
H -2.65 3.02 -1.41
```

Löwdin population analysis, charges in e, atoms 1 to 4: O -0.49; V 0.84; O -0.44; O -0.28



One molecule with the formula C4H10FN, computed with ωB97M-V/def2-TZVPD.

The calculation puts the total energy at -312.95624 hartree. As for the relative energy (zero: lowest compared OMol25 entry of this formula, charge and spin): 39.34 kcal per mole. The net charge is 0. The SMILES is CNC[C@H](C)F. The value obtained for the HOMO energy is -0.3137 Eh.

Structure (XYZ):
```
16
C4H10FN | the Open Molecules 2025 dataset | ωB97M-V/def2-TZVPD
C -2.45 0.17 -0.21
N -0.97 0.15 -0.42
C -0.30 0.03 0.98
C 1.19 -0.18 0.46
C 1.70 1.05 -0.29
F 1.00 -1.21 -0.40
H -2.64 -0.79 0.25
H -2.87 0.30 -1.18
H -2.88 1.00 0.52
H -0.67 -0.65 -1.11
H -0.82 -0.86 1.54
H -0.54 0.94 1.46
H 1.80 -0.59 1.23
H 2.74 0.95 -0.78
H 1.65 1.96 0.29
H 1.09 1.13 -1.27
```

natural (NBO) population analysis, charges in e, atoms 1 to 4: C -0.41; N -0.66; C -0.25; C 0.20



An isolated ion of composition CH10NSi2 and charge +1, computed with ωB97M-V/def2-TZVPD.

The calculation puts the total energy at -677.48562 hartree. As for the relative energy (zero: lowest compared OMol25 entry of this formula, charge and spin): 8.02 kcal per mole. The net charge is +1. The SMILES is [NH3+]C([SiH3])[SiH3]. The value obtained for the HOMO energy is -0.5576 Eh.

Structure (XYZ):
```
14
CH10NSi2 | the Open Molecules 2025 dataset | ωB97M-V/def2-TZVPD
N 0.89 1.15 0.34
C -0.09 0.27 -0.44
Si 0.68 -1.36 -1.04
Si -1.60 -0.05 0.80
H 1.39 0.54 0.98
H 0.24 1.89 0.72
H 1.41 1.76 -0.29
H -0.42 0.82 -1.29
H 2.12 -1.25 -1.30
H 0.82 -2.36 -0.06
H -0.06 -2.15 -2.12
H -1.22 -0.82 2.05
H -2.68 -0.82 0.37
H -2.20 1.51 0.91
```

natural (NBO) population analysis, charges in e, atoms 1 to 4: N -0.69; C -0.84; Si 0.78; Si 0.79